1.
{"formula": "C8H26N12O12Pb2", "method": "the ωB97M-V functional and the def2-TZVPD basis", "homo_lumo_gap_ev": [3.2, 3.2], "multiplicity": 2, "e_homo_ev": [-15.87, -15.87], "charge": 3, "lumo_energy_ev": [-12.700, -12.700], "total_energy_ha": -2265.13816, "species": ["Pb", "Pb", "O", "C", "O", "O", "H", "O", "C", "O", "O", "H", "C", "O", "N", "N", "H", "H", "H", "H", "C", "O", "N", "N", "H", "H", "H", "H", "C", "O", "N", "N", "H", "H", "H", "H", "C", "O", "N", "N", "H", "H", "H", "H", "C", "O", "N", "N", "H", "H", "H", "H", "C", "O", "N", "N", "H", "H", "H", "H"], "xyz": [[-0.93930, 3.38691, -2.08329], [3.06032, 1.86573, -2.80580], [-0.17285, -0.53480, -1.18833], [0.96722, 0.18555, -1.14334], [2.05501, -0.29493, -1.51376], [0.80254, 1.41057, -1.03939], [-0.78276, 0.16370, -1.43671], [4.43165, -0.70377, -0.00894], [4.85140, 0.50763, 0.02124], [5.99532, 0.76574, 0.51553], [4.25196, 1.45140, -0.52189], [3.56519, -0.65707, -0.41961], [2.34768, 1.27842, 2.49189], [1.46313, 0.50923, 2.83447], [3.53908, 1.31755, 2.96799], [1.98010, 2.32916, 1.74876], [4.21184, 2.02473, 2.70838], [3.86397, 0.65971, 3.66211], [2.51098, 3.16727, 1.55943], [1.09840, 2.24445, 1.26345], [-1.31467, 3.92186, 1.47791], [-0.85547, 3.30833, 0.53724], [-0.61076, 4.31192, 2.57370], [-2.51025, 4.52245, 1.45657], [0.32850, 3.96937, 2.71706], [-0.99857, 4.95091, 3.25295], [-2.80983, 5.24172, 2.09923], [-3.02754, 4.38815, 0.59956], [-2.95603, 0.20411, -2.23629], [-2.09808, 0.97521, -2.15653], [-2.80564, -1.03634, -1.83793], [-4.16247, 0.49162, -2.58814], [-1.91223, -1.31434, -1.45759], [-3.63036, -1.55367, -1.56903], [-4.79249, -0.27486, -2.77703], [-4.29914, 1.34999, -3.10256], [-0.93793, -3.35558, 0.59711], [-1.31942, -4.23960, 1.32594], [-1.21744, -3.26489, -0.69250], [0.11815, -2.59444, 0.88090], [-0.65559, -2.76085, -1.36359], [-1.70154, -4.06003, -1.08429], [0.29161, -1.88809, 0.18013], [0.29296, -2.50059, 1.87123], [-2.21836, -0.46028, 2.54944], [-3.32747, -0.66249, 2.95623], [-1.14472, -1.05353, 3.08704], [-1.83483, 0.25613, 1.58005], [-1.29030, -1.77563, 3.77804], [-0.24203, -0.63228, 2.92030], [-2.46481, 0.55230, 0.84827], [-0.89069, 0.60305, 1.48866], [0.77539, -3.72117, -3.40050], [0.29966, -4.67912, -3.93164], [0.29290, -2.48886, -3.52392], [1.85863, -3.83967, -2.68792], [-0.46779, -2.37409, -4.17836], [0.72237, -1.73042, -3.01363], [2.10133, -4.80927, -2.54275], [2.31407, -3.05419, -2.24557]], "forces_ev_per_angstrom": [[-0.1, -1.9, 2.1], [1.2, -1.8, 3.5], [1.8, -0.6, 0.8], [0.8, -0.8, -2.7], [-0.2, -0.7, 0.1], [-0.7, 3.9, -0.2], [-1.4, 0.5, 0.0], [-1.4, -1.9, 0.0], [7.9, 0.5, 2.2], [-3.1, -0.9, -0.4], [-3.9, 3.7, -4.0], [-0.5, -0.5, -0.2], [-1.7, 1.2, 0.8], [-1.5, -2.4, -0.2], [3.5, -0.3, 1.2], [-1.1, 2.1, -1.9], [-0.1, -0.2, -0.2], [-0.2, -0.1, -0.1], [0.4, -0.5, 0.0], [0.3, 0.0, 0.1], [-0.7, 4.9, 4.2], [1.3, -2.5, -4.0], [0.6, -1.2, -0.7], [-1.0, -0.6, -1.4], [-0.1, -0.1, 0.1], [0.0, -0.3, 0.0], [0.0, -0.3, 0.0], [-0.4, 0.3, 0.5], [-5.7, -5.9, 0.5], [8.6, 8.3, 0.3], [0.6, -1.9, 0.8], [-3.0, 1.3, -1.7], [-0.7, -0.5, 0.0], [0.3, -0.4, -0.1], [-0.2, 0.3, -0.2], [-0.4, -0.2, 0.1], [0.9, -2.7, -0.1], [-1.0, 0.3, 1.0], [-2.1, -0.2, -2.8], [0.7, 2.2, 1.8], [0.3, -0.4, 0.1], [-0.1, 0.0, 0.0], [0.6, 0.1, 0.7], [0.8, 0.1, -0.2], [-1.4, -1.9, 2.1], [-1.4, -0.4, 0.4], [1.6, -2.0, 1.7], [0.9, 4.4, -5.7], [0.1, -0.1, 0.4], [0.9, 0.2, 0.6], [-0.2, 0.1, 0.6], [0.0, -0.2, 0.1], [-0.1, -1.1, -1.1], [-1.7, -1.4, -1.0], [-1.4, 2.6, 0.0], [2.5, -0.1, 2.2], [0.2, 0.2, 0.1], [-0.2, -0.1, -0.5], [0.6, 0.3, 0.3], [0.2, -0.6, 0.0]], "nbo_charge": [1.743, 1.572, -0.750, 0.998, -0.766, -0.874, 0.517, -0.640, 0.926, -0.564, -0.834, 0.486, 0.773, -0.765, -0.772, -0.861, 0.421, 0.437, 0.401, 0.392, 0.803, -0.823, -0.789, -0.786, 0.430, 0.430, 0.439, 0.388, 0.786, -0.810, -0.806, -0.766, 0.421, 0.428, 0.429, 0.409, 0.720, -0.515, -0.851, -0.690, 0.401, 0.438, 0.392, 0.418, 0.694, -0.433, -0.517, -0.808, 0.453, 0.445, 0.408, 0.410, 0.732, -0.619, -0.880, -0.831, 0.420, 0.372, 0.438, 0.382]}

***

2.
{"formula": "C8H27AgN5O6", "method": "the ωB97M-V functional and the def2-TZVPD basis", "de_lowest_kcal_mol": 44.1, "homo_lumo_gap_ev": 5.5, "e_homo_ev": -3.33, "charge": -1, "lumo_energy_ev": 2.145, "total_energy_ha": -1193.12722, "species": ["Ag", "O", "H", "O", "H", "C", "C", "O", "H", "H", "H", "H", "H", "H", "C", "O", "N", "N", "H", "H", "H", "H", "C", "O", "N", "N", "H", "H", "H", "H", "C", "C", "C", "O", "C", "N", "H", "H", "H", "H", "H", "H", "H", "H", "H", "H", "H"], "xyz": [[-0.45646, 0.89622, -0.05043], [-1.65662, 2.08527, -1.90825], [-1.99617, 1.49054, -2.60505], [0.81106, 2.89812, -0.90822], [1.12748, 2.11796, -1.40398], [-3.27990, -1.71349, -0.71707], [-2.82850, -2.04179, 0.72030], [-1.87800, -1.01738, 1.05211], [-3.63917, -0.68468, -0.74101], [-4.11717, -2.35005, -1.00319], [-2.56412, -1.93237, -1.50944], [-2.26946, -2.96623, 0.57543], [-3.71739, -1.99953, 1.34973], [-1.74777, -1.15339, 1.99346], [3.62022, 3.18441, 0.99820], [4.53792, 3.51087, 1.72466], [3.64240, 3.04995, -0.27627], [2.49003, 2.85005, 1.49252], [4.52005, 3.18292, -0.75808], [2.67866, 3.07749, -0.57719], [2.31306, 2.74196, 2.48101], [1.69892, 2.58141, 0.92500], [-2.09948, 3.73685, 0.91453], [-1.53768, 4.30905, -0.00069], [-2.49198, 2.50946, 0.83052], [-2.47612, 4.28436, 2.06701], [-2.53609, 2.19924, -0.12964], [-3.05420, 2.04834, 1.53151], [-3.04282, 3.71248, 2.67685], [-2.34278, 5.26474, 2.26991], [0.24065, -2.16483, -1.91060], [1.09460, -1.88429, -0.63011], [2.23721, -2.90105, -0.52625], [1.81643, -4.29564, -0.63713], [1.23114, -4.70406, 0.54788], [1.62927, -0.55407, -0.77962], [0.95139, -2.22342, -2.73492], [-0.41375, -1.35451, -2.23189], [-0.36824, -3.06873, -1.89279], [0.48881, -1.79716, 0.27185], [2.88106, -2.71616, 0.33363], [2.90457, -2.80247, -1.38241], [0.29679, -4.15115, 0.64471], [1.84005, -4.59600, 1.44546], [1.01530, -5.77160, 0.50449], [1.91915, -0.31970, -1.71832], [2.52762, -0.56790, -0.31822]], "forces_ev_per_angstrom": [[0.1, 1.5, -1.4], [-0.7, -1.6, 0.3], [0.1, 0.3, 0.4], [1.3, -1.4, 1.0], [-0.3, 0.6, -0.2], [-0.8, -0.2, 0.2], [0.6, 0.9, -3.0], [-0.4, -0.4, 0.9], [0.3, 0.1, -0.3], [-0.3, -0.1, 0.3], [0.4, 0.5, 0.4], [-0.4, -0.5, 1.1], [0.3, -0.5, 0.4], [0.5, 0.4, 0.2], [2.5, 0.3, 2.4], [2.5, 0.8, 1.1], [1.4, -0.2, -3.6], [-5.5, -1.7, 3.3], [-0.7, 0.3, -0.1], [-1.0, -0.1, -2.2], [0.7, 0.5, -0.2], [-0.3, 0.3, -0.9], [1.3, 3.3, -2.2], [-0.2, 0.6, 0.9], [-1.1, -4.9, -0.3], [-0.6, 1.7, 3.1], [0.2, -0.5, -1.2], [0.1, 0.2, -0.3], [0.2, 0.6, 0.1], [0.1, -0.4, -0.2], [0.4, 0.0, 0.3], [-1.0, -0.4, -1.5], [-0.3, -1.1, -1.1], [1.3, 1.3, 0.2], [-1.0, -0.6, 0.3], [1.0, 0.6, 0.4], [0.1, -0.4, -0.1], [0.0, 0.4, 0.7], [0.3, -0.1, 0.2], [-0.2, -0.7, 0.0], [-0.2, -0.2, 0.5], [-0.2, 0.4, -0.2], [-0.3, -0.1, 0.6], [0.3, 0.5, 0.0], [-0.2, 0.0, -0.3], [-0.5, -0.1, -0.5], [0.2, 0.7, 0.7]], "nbo_charge": [0.838, -1.292, 0.395, -1.225, 0.387, -0.627, -0.085, -0.736, 0.234, 0.197, 0.219, 0.168, 0.173, 0.469, 0.743, -0.753, -0.871, -0.845, 0.385, 0.451, 0.374, 0.426, 0.731, -0.591, -0.896, -0.851, 0.464, 0.357, 0.358, 0.397, -0.628, -0.097, -0.088, -0.537, -0.247, -0.833, 0.200, 0.239, 0.208, 0.199, 0.172, 0.188, 0.160, 0.160, 0.182, 0.370, 0.359]}

***

3.
{"formula": "C8H27BrCuN9O5", "method": "the ωB97M-V functional and the def2-TZVPD basis", "de_lowest_kcal_mol": 184.7, "homo_lumo_gap_ev": [7.8, 3.1], "multiplicity": 2, "e_homo_ev": [-11.50, -11.47], "charge": 1, "lumo_energy_ev": [-3.674, -8.336], "total_energy_ha": -5404.23828, "species": ["Cu", "Br", "C", "O", "N", "N", "H", "H", "H", "H", "C", "O", "N", "N", "H", "H", "H", "H", "C", "O", "N", "N", "H", "H", "H", "H", "C", "O", "N", "N", "H", "H", "H", "H", "C", "C", "C", "O", "C", "N", "H", "H", "H", "H", "H", "H", "H", "H", "H", "H", "H"], "xyz": [[2.10554, 1.36433, 3.43220], [0.68484, 0.04655, 1.54915], [-3.14318, 1.26312, 2.90059], [-2.79818, 1.02284, 3.99948], [-2.47454, 1.07514, 1.81492], [-4.24971, 1.88884, 2.67730], [-1.56371, 0.64320, 1.75247], [-2.99489, 1.36404, 0.99891], [-4.64853, 2.23521, 3.53816], [-4.73866, 1.79947, 1.79807], [-0.89794, 1.80040, -2.31077], [-1.46075, 2.68973, -1.67609], [-0.65090, 1.92097, -3.54693], [-0.30566, 0.73229, -1.88666], [-0.10276, 1.21211, -4.01295], [-1.08125, 2.66919, -4.07139], [0.10221, 0.11301, -2.57240], [-0.35640, 0.63965, -0.88220], [4.41251, -0.71827, 2.35727], [3.75466, 0.01179, 3.05434], [4.02688, -1.54451, 1.47399], [5.67093, -0.84149, 2.51045], [3.13830, -1.28021, 1.07316], [4.78678, -1.95185, 0.94794], [6.15090, -0.15465, 3.07434], [6.11866, -1.39193, 1.79166], [0.01280, 4.81284, 0.67077], [0.58984, 5.31575, 1.55332], [-0.16506, 3.54204, 0.56547], [-0.52434, 5.45361, -0.33690], [-0.64098, 3.26091, -0.27985], [0.00841, 2.89374, 1.32027], [-0.40003, 6.45553, -0.30865], [-1.10447, 4.90873, -0.95872], [-0.91552, -4.04296, 0.34197], [0.27662, -3.70634, -0.59756], [-0.23620, -2.80468, -1.73103], [-1.11669, -3.46090, -2.67438], [-1.44655, -2.54913, -3.74209], [1.31418, -2.95187, 0.11134], [-1.55587, -4.66298, -0.28543], [-1.44691, -3.13887, 0.63917], [-0.48318, -4.57534, 1.18917], [0.60346, -4.68962, -0.93587], [0.68073, -2.57294, -2.27290], [-0.57027, -1.85735, -1.30786], [-0.54345, -2.17995, -4.22811], [-2.04837, -1.75824, -3.29443], [-2.04335, -3.15708, -4.42204], [1.25283, -3.15742, 1.09830], [1.01715, -1.98658, 0.10115]], "forces_ev_per_angstrom": [[0.2, -1.4, -1.0], [0.4, 1.1, 0.5], [0.3, 0.0, 1.0], [2.1, -1.2, 4.1], [2.4, -0.6, -4.5], [-4.4, 2.4, -0.3], [-0.2, -0.3, 0.1], [0.9, -0.3, -0.4], [-0.8, -0.1, -0.5], [-0.3, 0.4, 0.6], [0.4, 1.1, 0.8], [-0.9, 0.9, 1.9], [0.0, 1.5, -6.3], [0.3, -2.1, 3.3], [-0.4, 0.6, -0.4], [0.2, -0.2, -0.1], [0.0, -0.4, 1.1], [0.6, -1.2, 0.0], [0.0, 0.7, 1.5], [-2.7, 2.9, 1.9], [-3.4, -2.3, -3.7], [5.7, 0.5, 1.2], [-0.1, -0.9, -0.6], [-1.2, -0.3, -0.6], [0.3, -0.4, -0.2], [1.0, 0.6, 0.8], [-0.6, 2.7, -1.3], [2.9, 1.8, 4.4], [-0.7, -5.0, 0.6], [-0.9, 1.1, -1.7], [-0.7, -1.7, -1.2], [0.2, -0.5, 0.3], [-0.5, -0.1, -0.5], [-0.2, 0.8, -0.6], [0.9, 0.0, -1.1], [-2.1, 0.2, 1.0], [1.3, -1.5, -1.1], [0.7, 1.2, 0.9], [-0.3, -1.3, 1.2], [0.1, 0.0, -0.4], [-0.4, -0.2, 0.6], [0.0, 0.0, 0.2], [-0.5, -0.1, 0.1], [0.5, 0.3, -0.5], [0.3, 0.4, -0.4], [-0.9, 0.0, 0.1], [0.1, 0.1, -0.1], [-0.1, 0.4, -0.4], [0.0, 0.4, -0.2], [0.2, -0.4, 0.2], [0.1, 0.3, -0.1]], "nbo_charge": [0.911, -0.814, 0.731, -0.636, -0.817, -0.834, 0.422, 0.379, 0.419, 0.386, 0.770, -0.765, -0.778, -0.811, 0.390, 0.416, 0.409, 0.424, 0.773, -0.803, -0.777, -0.780, 0.423, 0.385, 0.414, 0.379, 0.662, -0.485, -0.361, -0.762, 0.433, 0.442, 0.436, 0.424, -0.621, -0.059, -0.076, -0.533, -0.252, -0.845, 0.224, 0.197, 0.207, 0.198, 0.161, 0.150, 0.158, 0.166, 0.212, 0.363, 0.349]}

***

4.
{"formula": "C8H27N9O5Pb", "method": "the ωB97M-V functional and the def2-TZVPD basis", "de_lowest_kcal_mol": 6.7, "homo_lumo_gap_ev": 9.6, "e_homo_ev": -15.11, "charge": 2, "lumo_energy_ev": -5.523, "total_energy_ha": -1382.59711, "species": ["Pb", "C", "O", "N", "N", "H", "H", "H", "H", "C", "O", "N", "N", "H", "H", "H", "H", "C", "O", "N", "N", "H", "H", "H", "H", "C", "O", "N", "N", "H", "H", "H", "H", "C", "C", "C", "O", "C", "N", "H", "H", "H", "H", "H", "H", "H", "H", "H", "H", "H"], "xyz": [[-0.11470, -0.36100, 0.52989], [3.06787, -2.08454, -0.52952], [2.03700, -1.40353, -0.53519], [3.46152, -2.93270, 0.45883], [3.97868, -1.94120, -1.53750], [4.15072, -3.63364, 0.24917], [2.79731, -3.12125, 1.18935], [3.77598, -1.33981, -2.31266], [4.88382, -2.35679, -1.41089], [-1.45211, -3.13748, -1.22772], [-0.81481, -2.53871, -0.34629], [-2.46949, -2.58739, -1.91496], [-1.16443, -4.42586, -1.53180], [-2.67905, -1.61370, -1.80624], [-2.93435, -3.05307, -2.67515], [-1.62063, -4.90955, -2.28370], [-0.29824, -4.74430, -1.13407], [-3.50405, -1.34777, 1.79007], [-2.45945, -0.76228, 1.46537], [-3.67940, -2.05210, 2.92087], [-4.60959, -1.35495, 0.97383], [-4.30679, -2.83706, 2.83849], [-2.94670, -2.15191, 3.60167], [-5.49480, -1.34554, 1.45266], [-4.44922, -0.90019, 0.09669], [0.75101, 1.47556, -2.58844], [0.49923, 0.83365, -1.56296], [-0.10334, 1.56413, -3.63678], [1.99003, 2.01821, -2.76977], [-1.02270, 1.21754, -3.43310], [0.11256, 2.17737, -4.40176], [2.10013, 2.76832, -3.42953], [2.59017, 1.91605, -1.96928], [-0.68195, 4.34739, 1.24400], [-0.21401, 2.91621, 0.95938], [1.11044, 2.69040, 1.66797], [1.67239, 1.47367, 1.23048], [2.90562, 1.13307, 1.85319], [-1.15435, 1.88258, 1.40599], [-0.79824, 4.55563, 2.30835], [-1.65165, 4.56309, 0.78226], [-0.02920, 5.06387, 0.74278], [-0.09102, 2.88807, -0.12270], [0.86789, 2.74605, 2.74121], [1.82166, 3.49712, 1.46491], [2.78845, 1.20305, 2.93734], [3.70945, 1.83314, 1.59082], [3.21720, 0.16091, 1.48401], [-1.53094, 2.11821, 2.32418], [-2.01393, 1.89305, 0.85623]], "forces_ev_per_angstrom": [[0.6, -0.2, 0.0], [0.9, 0.6, -0.8], [-0.3, -0.3, 0.6], [-0.5, 0.2, -0.1], [-0.3, -0.5, 0.8], [0.0, -0.1, 0.2], [0.1, -0.1, 0.0], [0.0, 0.0, 0.0], [0.1, 0.1, -0.4], [0.1, -0.8, -0.3], [-0.2, 0.1, -0.3], [-0.4, 0.5, -0.2], [0.1, 0.7, 0.4], [0.1, 0.0, 0.2], [0.1, -0.1, 0.0], [0.2, -0.2, 0.0], [-0.1, -0.4, -0.1], [-0.2, -0.1, -0.7], [-0.1, 0.0, 0.2], [-0.1, -0.4, 0.3], [1.0, -0.1, 0.7], [-0.1, 0.1, 0.3], [0.2, 0.2, -0.1], [-0.3, 0.1, -0.5], [-0.6, 0.3, -0.1], [0.9, -0.1, -0.9], [-0.8, -0.2, 0.4], [0.3, 0.0, 1.1], [-0.9, -0.3, 0.3], [-0.2, 0.2, -0.5], [-0.4, -0.1, -0.2], [0.4, 0.0, 0.1], [0.2, 0.3, -0.1], [-0.5, 0.1, -0.4], [0.0, 1.4, 0.1], [-0.2, 0.6, -0.2], [-0.1, -0.5, 0.1], [0.4, 0.6, 0.2], [-0.7, 0.0, -0.4], [0.3, 0.1, 0.0], [-0.1, -0.4, 0.1], [0.3, 0.0, 0.4], [0.1, -0.6, 0.0], [0.4, -0.5, 0.1], [-0.1, 0.1, -0.1], [0.1, -0.5, 0.0], [-0.3, 0.1, -0.1], [-0.2, -0.2, 0.2], [0.5, -0.2, 0.2], [0.2, 0.1, -0.3]], "nbo_charge": [1.641, 0.798, -0.743, -0.822, -0.820, 0.410, 0.409, 0.419, 0.403, 0.806, -0.763, -0.812, -0.802, 0.398, 0.412, 0.411, 0.420, 0.808, -0.766, -0.808, -0.827, 0.412, 0.416, 0.418, 0.399, 0.808, -0.771, -0.805, -0.816, 0.410, 0.416, 0.409, 0.417, -0.631, -0.087, -0.074, -0.584, -0.259, -0.892, 0.220, 0.226, 0.233, 0.209, 0.181, 0.201, 0.191, 0.193, 0.204, 0.396, 0.386]}